12
Properties=species:S:1:pos:R:3 method="wB97M-V/def2-TZVPD" homo_lumo_gap_ev=9.0 homo_energy_ev=-13.239 total_charge=+1 e_tot_ev=-5733.687 e_above_lowest_kcal_mol=27.6
O 0.30 0.61 1.09
N -1.69 0.81 -1.27
C 1.48 -0.08 0.84
C 1.56 -1.38 0.70
H 2.46 -1.95 0.48
H -2.49 0.22 -1.05
H 0.72 -2.05 0.86
H -1.06 0.85 -0.45
H -2.06 1.75 -1.48
H 2.27 0.62 0.63
H -1.13 0.40 -2.01
H -0.34 0.18 1.66